Record 1
The following is a quantum chemistry calculation of the ion C8H12N4 with charge +2 in a non-equilibrium geometry, from OMol25.

Results
* net charge: +2
* 2S+1: 1
* E_LUMO (spin up / spin down): -10.36 / -9.58 eV
* HOMO (spin up / spin down): -17.0 / -16.9 eV
* energy relative to the best compared isomer or geometry (same formula, charge and spin): 200.6 kcal/mol

Structure (XYZ):
```
24
C8H12N4 the ωB97M-V functional and the def2-TZVPD basis
C 0.573 -2.133 0.183
C 1.876 -1.546 0.557
C -1.260 1.523 0.702
C -0.109 -1.147 -0.427
C 1.807 -0.224 0.354
C -2.679 -0.332 0.141
C 2.730 0.894 0.549
C 0.877 0.580 -1.723
N -0.127 1.187 0.335
N -2.416 0.759 0.866
N -3.780 -0.931 -0.153
N 0.499 0.134 -0.312
H 0.348 -3.138 0.088
H 2.659 -2.249 0.702
H -1.193 2.435 1.298
H 3.501 0.921 -0.277
H 3.194 0.588 1.536
H 2.128 1.796 0.580
H 1.398 1.552 -1.801
H 1.648 -0.241 -1.998
H -0.106 0.708 -2.207
H -3.134 1.149 1.493
H -3.839 -1.824 -0.533
H -4.596 -0.459 0.049
```

Here are the Mulliken charges for atoms 1 to 4, given in e: atom 1 (C): -0.337, atom 2 (C): -0.407, atom 3 (C): -0.133, atom 4 (C): -0.102


Record 2
The following is a quantum chemistry calculation of a cluster of 2 separate species, C33H35BO4S in total in a non-equilibrium geometry, from OMol25.

Results
* 2S+1: 1
* E_LUMO: -0.50 eV
* HOMO: -6.4 eV
* energy relative to the best compared isomer or geometry (same formula, charge and spin): 0.0 kcal/mol

Structure (XYZ):
```
74
C33H35BO4S the ωB97M-V functional and the def2-TZVPD basis
C 3.555 -6.242 -0.141
O 3.186 -4.964 -0.705
C 1.871 -4.610 -0.677
C 1.491 -3.543 -1.521
C 0.172 -3.169 -1.587
C -0.812 -3.845 -0.829
B -1.926 -0.624 2.717
C -2.198 -3.755 -1.180
C -3.246 -4.558 -0.729
C -4.363 -4.575 -1.601
C -4.206 -3.777 -2.724
C -5.179 -3.605 -3.831
S -2.758 -2.849 -2.596
O -2.847 -1.377 3.413
C -4.090 -1.139 2.741
C -4.663 -2.465 2.271
C -5.010 -0.635 3.848
C -3.735 -0.102 1.567
C -4.056 -0.570 0.152
C -4.288 1.300 1.825
O -2.304 0.055 1.597
C -0.393 -4.818 0.118
C 0.929 -5.218 0.183
H 4.552 -6.450 -0.538
H 3.584 -6.170 0.955
H 2.848 -7.031 -0.428
H 2.270 -3.050 -2.098
H -0.118 -2.393 -2.292
H -3.168 -5.188 0.149
H -5.240 -5.195 -1.442
H -5.950 -4.384 -3.795
H -5.679 -2.630 -3.738
H -4.695 -3.653 -4.815
H -5.678 -2.332 1.875
H -4.042 -2.963 1.521
H -4.745 -3.139 3.128
H -6.010 -0.434 3.459
H -5.084 -1.426 4.604
H -4.612 0.251 4.357
H -5.129 -0.714 -0.011
H -3.729 0.188 -0.568
H -3.527 -1.503 -0.070
H -5.386 1.264 1.879
H -3.867 1.708 2.759
H -4.005 1.978 1.005
H -1.135 -5.328 0.740
H 1.246 -5.989 0.891
C -0.779 4.827 4.367
C -1.569 3.774 4.832
C -1.291 2.460 4.444
C -0.226 2.195 3.526
C -0.057 0.903 2.961
O 0.540 0.914 1.757
C 1.133 -0.247 1.264
C 0.749 -1.477 1.827
C 1.751 -2.475 1.878
C 2.994 -2.248 1.300
C 3.248 -1.082 0.575
C 2.293 -0.078 0.517
C -0.468 -1.564 2.580
C -0.598 -0.322 3.464
C 0.583 3.287 3.105
C 0.300 4.576 3.513
H -1.025 5.854 4.631
H -2.402 3.971 5.508
H -1.871 1.609 4.796
H 1.550 -3.399 2.422
H 3.783 -2.986 1.415
H 4.209 -0.959 0.071
H 2.474 0.860 -0.002
H -0.644 -2.543 3.034
H -0.757 -0.374 4.540
H 1.431 3.086 2.451
H 0.932 5.392 3.161
```

Here are the Mulliken charges for atoms 1 to 4, given in e: atom 1 (C): -0.920, atom 2 (O): -0.423, atom 3 (C): 0.437, atom 4 (C): -0.838


Record 3
The following is a quantum chemistry calculation of a structure of composition C4H9GdLiO4 in a non-equilibrium geometry, from OMol25.

Results
* net charge: +1
* 2S+1: 8
* E_LUMO (spin up / spin down): -4.23 / -3.96 eV
* expectation value of S²: 15.898
* HOMO (spin up / spin down): -12.0 / -12.0 eV

Structure (XYZ):
```
19
C4H9GdLiO4 the ωB97M-V functional and the def2-TZVPD basis
O 0.329 -2.454 1.201
Li -1.226 -2.572 2.175
O -1.765 -0.839 1.482
C -2.394 -0.008 0.605
O -1.508 0.677 -0.285
C -0.704 -0.079 -1.204
C 0.614 0.678 -1.177
O 1.268 0.433 0.072
C 2.540 1.037 0.240
Gd 0.247 -0.795 1.585
H -3.007 0.771 1.092
H -3.039 -0.602 -0.078
H -0.345 -0.922 -2.148
H -1.315 -1.000 -1.184
H 0.476 1.766 -1.272
H 1.278 0.354 -1.992
H 2.901 0.756 1.236
H 3.235 0.671 -0.528
H 2.416 2.128 0.181
```

Here are the Mulliken charges for atoms 1 to 4, given in e: atom 1 (O): -0.937, atom 2 (Li): 0.855, atom 3 (O): -0.693, atom 4 (C): -0.408


Record 4
The following is a quantum chemistry calculation of a cluster of 9 separate species, C32H61IN10O8 in total in a non-equilibrium geometry, from OMol25.

Results
* 2S+1: 1
* E_LUMO: -1.02 eV
* HOMO: -8.5 eV
* structure (SMILES): Ic1cccc2nccnc12.CNC(C)=O.CNC(C)=O.CNC(C)=O.CNC(C)=O.CNC(C)=O.CNC(C)=O.CNC(C)=O.CNC(C)=O

Structure (XYZ):
```
112
C32H61IN10O8 the ωB97M-V functional and the def2-TZVPD basis
I -0.960 2.224 3.811
C -2.057 0.387 4.337
C -3.447 0.478 5.031
C -4.236 -0.837 5.379
C -3.551 -2.197 5.037
C -2.137 -2.297 4.331
N -1.652 -3.621 4.040
C -0.382 -3.573 3.397
C 0.356 -2.256 3.016
N -0.111 -0.935 3.284
C -1.379 -0.999 3.962
H -3.863 1.520 5.244
H -5.269 -0.809 5.866
H -4.092 -3.180 5.283
H 0.108 -4.573 3.117
H 1.363 -2.353 2.467
C -0.976 -2.682 -2.958
C -0.829 -2.757 -1.463
O -1.253 -3.706 -0.810
N -0.201 -1.728 -0.834
C 0.364 -0.529 -1.417
H -1.495 -3.572 -3.316
H -1.565 -1.805 -3.234
H 0.006 -2.642 -3.430
H -0.140 -1.848 0.168
H 1.427 -0.497 -1.167
H -0.134 0.333 -0.971
H 0.244 -0.498 -2.498
C 2.546 6.126 0.615
C 1.778 5.279 1.593
O 2.250 4.943 2.672
N 0.522 4.883 1.253
C -0.213 5.169 0.039
H 3.527 6.358 1.030
H 2.687 5.582 -0.322
H 2.016 7.064 0.433
H 0.075 4.319 1.961
H -1.134 5.690 0.311
H -0.468 4.220 -0.438
H 0.359 5.782 -0.655
C -3.860 2.793 -2.721
C -3.133 1.515 -2.406
O -1.911 1.467 -2.311
N -3.868 0.385 -2.224
C -5.304 0.226 -2.292
H -3.137 3.601 -2.837
H -4.415 2.689 -3.656
H -4.538 3.051 -1.904
H -3.305 -0.429 -2.017
H -5.651 -0.152 -1.327
H -5.529 -0.511 -3.066
H -5.814 1.160 -2.521
C 4.225 0.683 -1.210
C 4.674 -0.366 -2.190
O 4.346 -0.337 -3.371
N 5.468 -1.372 -1.733
C 5.962 -1.586 -0.389
H 3.600 1.415 -1.723
H 3.636 0.225 -0.413
H 5.091 1.202 -0.792
H 5.726 -2.035 -2.450
H 7.053 -1.594 -0.424
H 5.609 -2.562 -0.048
H 5.627 -0.816 0.303
C 2.297 -2.881 8.322
C 1.667 -2.979 6.959
O 1.892 -3.917 6.204
N 0.823 -1.985 6.571
C 0.428 -0.802 7.304
H 2.942 -3.746 8.484
H 2.908 -1.978 8.390
H 1.525 -2.876 9.094
H 0.441 -2.124 5.645
H -0.659 -0.818 7.416
H 0.714 0.073 6.716
H 0.894 -0.749 8.287
C 7.173 -1.779 4.063
C 8.174 -1.861 2.943
O 8.320 -0.953 2.134
N 8.933 -2.986 2.842
C 8.916 -4.160 3.688
H 6.648 -0.824 4.009
H 6.438 -2.582 3.971
H 7.682 -1.839 5.028
H 9.580 -2.964 2.066
H 9.913 -4.290 4.115
H 8.680 -5.027 3.066
H 8.185 -4.080 4.490
C -1.172 0.279 -7.239
C -0.508 -0.712 -6.323
O -1.148 -1.402 -5.539
N 0.846 -0.832 -6.381
C 1.776 -0.117 -7.228
H -2.250 0.258 -7.074
H -0.811 1.288 -7.028
H -0.978 0.018 -8.282
H 1.215 -1.517 -5.736
H 2.320 -0.847 -7.832
H 2.484 0.413 -6.587
H 1.275 0.594 -7.882
C -8.112 3.864 -5.496
C -7.770 2.596 -4.762
O -6.618 2.310 -4.460
N -8.785 1.753 -4.432
C -10.200 1.904 -4.694
H -7.198 4.428 -5.687
H -8.580 3.629 -6.455
H -8.779 4.481 -4.890
H -8.474 0.925 -3.942
H -10.728 1.896 -3.738
H -10.531 1.050 -5.290
H -10.425 2.826 -5.225
```

Here are the Mulliken charges for atoms 1 to 4, given in e: atom 1 (I): 0.170, atom 2 (C): -0.446, atom 3 (C): -0.440, atom 4 (C): -0.449


Record 5
The following is a quantum chemistry calculation of a structure of composition C15H30F14Li3N7O43S14 in a non-equilibrium geometry, from OMol25.

Results
* net charge: -4
* 2S+1: 1
* E_LUMO: 5.63 eV
* HOMO: -1.3 eV

Structure (XYZ):
```
126
C15H30F14Li3N7O43S14 the ωB97M-V functional and the def2-TZVPD basis
Li -1.732 -0.565 2.654
Li 2.947 2.494 -0.348
Li 0.514 0.330 3.092
N -0.392 0.022 1.429
S 0.458 -1.310 0.669
O 1.920 -1.176 0.533
O -0.147 -2.354 -0.117
F 0.592 -1.971 2.166
S -0.133 0.852 0.043
O -0.830 0.315 -1.127
O 1.193 1.481 -0.141
F -0.979 2.276 0.335
N 2.813 3.692 1.200
S 4.295 3.648 2.030
O 4.714 2.337 2.349
O 4.873 4.798 2.668
F 5.207 3.824 0.723
S 2.131 3.535 2.527
O 2.244 4.530 3.608
O 1.884 2.190 3.002
F 0.616 3.994 2.039
N 3.137 3.722 -1.791
S 4.656 4.413 -2.303
O 4.664 5.383 -3.399
O 5.756 3.409 -2.173
F 4.941 5.498 -1.062
S 2.637 3.539 -3.216
O 3.379 2.730 -4.180
O 1.832 4.736 -3.651
F 1.469 2.495 -2.800
N 3.542 -5.329 -2.801
S 4.023 -6.640 -2.068
O 3.166 -7.817 -1.896
O 5.011 -6.431 -1.046
F 4.983 -7.156 -3.331
S 2.424 -5.058 -1.449
O 3.002 -4.885 -0.123
O 1.185 -5.823 -1.670
F 1.839 -3.536 -1.821
N -3.795 -4.854 2.673
S -4.556 -4.016 1.606
O -3.805 -3.707 0.389
O -5.704 -3.201 1.945
F -5.405 -5.342 1.283
S -3.146 -3.487 3.440
O -4.137 -2.952 4.408
O -2.300 -2.516 2.714
F -2.056 -4.246 4.277
N 5.655 0.189 -2.699
S 4.594 -0.707 -3.326
O 3.230 -0.208 -3.131
O 4.770 -2.138 -3.215
F 5.032 -0.444 -4.888
S 5.025 0.017 -1.121
O 5.294 -1.268 -0.431
O 3.928 0.830 -0.682
F 6.050 0.954 -0.368
N -1.019 0.022 4.355
S -1.421 1.228 5.237
O -0.265 1.929 5.919
O -2.709 1.201 5.958
F -1.819 2.262 4.059
S -1.049 -0.982 5.817
O -2.324 -1.599 6.107
O -0.293 -0.594 7.040
F -0.162 -2.150 5.271
C -1.252 3.931 -2.959
O -1.582 5.038 -2.122
C -0.869 5.373 -0.988
O 0.178 4.857 -0.546
O -1.676 6.069 -0.179
C -1.390 6.481 1.077
H -0.387 4.234 -3.550
H -2.019 3.453 -3.568
H -0.922 3.048 -2.413
H -1.094 5.633 1.695
H -2.263 6.999 1.473
H -0.575 7.183 0.899
C -0.482 -4.794 -7.065
O -0.551 -3.518 -6.456
C 0.013 -3.452 -5.233
O 0.781 -4.259 -4.730
O -0.476 -2.313 -4.680
C -0.190 -1.836 -3.445
H -1.011 -5.485 -6.408
H 0.574 -5.041 -7.169
H -0.962 -4.892 -8.039
H -0.589 -0.822 -3.446
H 0.869 -1.808 -3.191
H -0.699 -2.461 -2.711
C 4.701 -0.672 6.694
O 3.425 -0.517 6.045
C 3.161 -0.436 4.710
O 2.054 -0.091 4.333
O 4.188 -0.887 4.008
C 4.160 -1.242 2.691
H 5.559 -0.807 6.035
H 4.657 -1.535 7.359
H 4.990 0.088 7.421
H 4.152 -0.567 1.834
H 3.416 -2.008 2.475
H 5.095 -1.768 2.497
C -5.949 -0.247 3.734
O -5.805 0.751 2.758
C -4.701 0.955 2.054
O -3.674 0.230 2.020
O -4.909 2.087 1.320
C -3.953 2.550 0.389
H -5.444 -0.099 4.688
H -5.634 -1.155 3.220
H -6.979 -0.353 4.073
H -4.400 3.057 -0.467
H -3.382 1.770 -0.115
H -3.218 3.171 0.899
C -3.302 -0.766 -3.033
O -4.636 -1.099 -3.409
C -5.508 -0.166 -4.070
O -5.249 0.972 -4.370
O -6.740 -0.795 -4.135
C -7.769 -0.142 -4.916
H -2.919 -1.777 -2.897
H -3.256 -0.209 -2.097
H -2.715 -0.301 -3.826
H -8.433 -0.939 -5.251
H -7.550 0.374 -5.851
H -8.304 0.542 -4.257
```

Here are the Mulliken charges for atoms 1 to 4, given in e: atom 1 (Li): 1.783, atom 2 (Li): 1.297, atom 3 (Li): 1.947, atom 4 (N): 0.848


Record 6
The following is a quantum chemistry calculation of a cluster of 2 separate species, C3H10S2 in total, from OMol25.

Results
* 2S+1: 1
* E_LUMO: 0.83 eV
* HOMO: -8.3 eV
* structure (SMILES): CSC.CS
* energy relative to the best compared isomer or geometry (same formula, charge and spin): 11.2 kcal/mol

Structure (XYZ):
```
15
C3H10S2 the ωB97M-V functional and the def2-TZVPD basis
C 2.164 1.445 -0.490
S 2.324 -0.366 -0.228
H 1.361 1.528 -1.209
H 1.915 1.945 0.433
H 3.087 1.835 -0.916
H 3.152 -0.319 0.824
C -2.008 0.421 -1.020
S -1.868 -0.911 0.177
C -1.364 0.017 1.654
H -2.862 1.066 -0.800
H -2.189 -0.060 -1.978
H -1.111 1.041 -1.095
H -1.279 1.057 1.370
H -2.067 -0.115 2.466
H -0.374 -0.334 1.957
```

Here are the Mulliken charges for atoms 1 to 4, given in e: atom 1 (C): -0.699, atom 2 (S): -0.203, atom 3 (H): 0.157, atom 4 (H): 0.258


Record 7
The following is a quantum chemistry calculation of a cluster of 2 separate species, C6H13NO in total in a non-equilibrium geometry, from OMol25.

Results
* 2S+1: 1
* E_LUMO: 0.96 eV
* HOMO: -9.5 eV
* structure (SMILES): C=CCO.C=NCC
* energy relative to the best compared isomer or geometry (same formula, charge and spin): 66.3 kcal/mol

Structure (XYZ):
```
21
C6H13NO the ωB97M-V functional and the def2-TZVPD basis
C 1.920 2.195 -0.480
O 2.067 1.448 0.726
C 0.958 1.488 -1.383
C -0.258 1.961 -1.632
H 2.895 2.293 -0.970
H 1.532 3.201 -0.286
H 2.884 1.726 1.137
H 1.188 0.493 -1.742
H -0.925 1.480 -2.338
H -0.596 2.919 -1.251
C 0.146 -2.461 0.455
C -1.163 -2.301 1.221
C -2.261 -0.353 0.668
N -1.457 -0.882 1.480
H 0.102 -3.393 -0.109
H 0.278 -1.651 -0.264
H 1.007 -2.437 1.117
H -1.017 -2.723 2.219
H -2.020 -2.808 0.772
H -2.769 -0.892 -0.137
H -2.511 0.696 0.798
```

Here are the Mulliken charges for atoms 1 to 4, given in e: atom 1 (C): -0.378, atom 2 (O): -0.498, atom 3 (C): 0.124, atom 4 (C): -0.857


Number 1: energy -14425.718 eV. Number 2: energy -54489.880 eV. Number 3: energy -33511.324 eV. Number 4: energy -73552.821 eV. Number 5: energy -304857.933 eV. Number 6: energy -24943.210 eV. Number 7: energy -9968.299 eV.